# 1
{"formula": "C12H17NO3", "method": "the ωB97M-V functional and the def2-TZVPD basis", "total_energy_ha": -747.93903, "charge": 0, "e_homo_ev": -8.7, "max_force_ha_per_bohr": 0.0214, "smiles": "Cc1occc1C(=O)N[C@@H](C)[C@@H]1CCCO1", "e_above_lowest_kj_mol": 49.9, "elements": ["C", "C", "O", "C", "C", "C", "C", "O", "N", "C", "C", "C", "C", "C", "C", "O", "H", "H", "H", "H", "H", "H", "H", "H", "H", "H", "H", "H", "H", "H", "H", "H", "H"], "coordinates": [[2.13346, 4.03981, -0.14157], [2.59794, 2.72695, -0.64882], [3.89856, 2.57116, -0.95183], [4.06917, 1.30762, -1.38481], [2.89480, 0.63141, -1.36329], [1.91584, 1.55361, -0.87994], [0.47327, 1.34631, -0.65845], [-0.29107, 2.24410, -0.35037], [0.05268, 0.07041, -0.83903], [-1.31866, -0.33417, -0.62370], [-1.67300, -1.50730, -1.52596], [-1.56869, -0.63563, 0.87232], [-0.73846, -1.80505, 1.44605], [-1.78492, -2.87945, 1.74547], [-3.03245, -2.02770, 1.97262], [-2.93751, -0.97362, 1.04174], [2.64629, 4.29015, 0.78636], [2.35036, 4.82178, -0.86779], [1.06268, 3.98768, 0.03044], [5.05950, 1.01813, -1.67482], [2.75377, -0.38566, -1.66891], [0.72864, -0.65420, -1.01214], [-1.94802, 0.52686, -0.87390], [-2.70017, -1.80233, -1.33413], [-1.57746, -1.21874, -2.56966], [-1.02044, -2.35822, -1.33908], [-1.35182, 0.28966, 1.42645], [-0.24017, -1.49209, 2.36352], [0.02245, -2.14991, 0.74926], [-1.93118, -3.52739, 0.88106], [-1.53331, -3.48984, 2.60951], [-3.04290, -1.63034, 2.99892], [-3.96922, -2.55402, 1.78446]], "atomic_forces_ev_per_a": [[0.207, -0.031, -0.042], [-1.026, -0.387, 0.101], [0.091, 0.441, 0.108], [-0.295, -0.877, -0.192], [0.495, 0.242, -0.014], [0.536, 0.746, 0.097], [0.153, -0.033, -0.053], [-0.228, 0.153, 0.092], [-0.034, -0.289, 0.009], [-0.475, -0.006, 0.238], [-0.017, 0.281, 0.139], [0.424, 0.338, -0.197], [-0.169, 0.076, 0.015], [-0.177, 0.166, -0.018], [-0.013, -0.288, 0.239], [-0.012, 0.112, -0.213], [0.031, 0.048, 0.064], [0.003, 0.085, -0.035], [0.043, 0.017, -0.005], [0.152, 0.052, -0.021], [0.043, -0.221, -0.089], [0.018, 0.100, -0.006], [0.095, -0.136, 0.006], [-0.054, -0.096, -0.022], [0.027, -0.011, -0.096], [0.075, -0.169, 0.005], [-0.032, -0.132, -0.092], [0.051, -0.015, -0.039], [0.096, -0.017, 0.000], [-0.019, -0.045, 0.001], [0.011, -0.073, 0.011], [-0.038, -0.049, -0.062], [0.037, 0.016, 0.071]]}


# 2
{"formula": "C5H7N3O2", "method": "the ωB97M-V functional and the def2-TZVPD basis", "total_energy_ha": -509.37694, "charge": 0, "e_homo_ev": -7.8, "max_force_ha_per_bohr": 0.0666, "e_above_lowest_kj_mol": 321.8, "elements": ["C", "C", "C", "C", "C", "N", "N", "N", "O", "O", "H", "H", "H", "H", "H", "H", "H"], "coordinates": [[-0.54437, -1.40203, 0.76386], [-1.18763, -0.01488, -1.03849], [-1.53194, 0.84274, 2.81712], [0.41261, -0.68971, 1.28101], [1.27983, 0.07753, -1.12752], [-1.46325, -0.81503, -0.11910], [0.04876, 0.28998, -1.62882], [2.21178, 0.47952, -1.95648], [-1.40259, 0.37874, 3.85723], [-1.53961, 1.51037, 1.89312], [-0.96157, -2.40838, 0.95531], [-1.93878, 0.38571, -1.87467], [0.29190, 0.37878, 1.07669], [0.97359, -1.11334, 2.14872], [0.00532, 0.85004, -2.46811], [3.16655, 0.28960, -1.76230], [2.17940, 0.96037, -2.81756]], "atomic_forces_ev_per_a": [[-2.514, -1.242, -1.170], [-0.797, 0.203, -3.325], [0.781, 0.787, 1.185], [0.486, 0.127, 2.673], [0.013, -0.407, -0.114], [-0.978, 0.510, -0.220], [0.731, 0.540, 0.627], [1.407, -0.255, 0.311], [-0.327, -1.486, 1.252], [-0.696, 0.931, -2.286], [1.284, 0.345, 0.367], [0.652, -0.829, 2.518], [1.110, -0.580, 0.276], [-0.107, 0.727, -1.006], [-0.501, 0.160, -0.375], [0.503, -0.185, 0.744], [-1.047, 0.655, -1.456]]}


# 3
{"formula": "C17H32FN3O4", "method": "the ωB97M-V functional and the def2-TZVPD basis", "total_energy_ha": -1231.61799, "charge": 0, "e_homo_ev": -9.3, "max_force_ha_per_bohr": 0.2436, "smiles": "CCOCCOC[C@@H](C#N)[C@@](F)(C#N)CCCOC.COC[C@@H](C)N", "elements": ["C", "C", "O", "C", "C", "O", "C", "C", "C", "N", "C", "F", "C", "N", "C", "C", "C", "O", "C", "H", "H", "H", "H", "H", "H", "H", "H", "H", "H", "H", "H", "H", "H", "H", "H", "H", "H", "H", "H", "H", "C", "O", "C", "C", "C", "N", "H", "H", "H", "H", "H", "H", "H", "H", "H", "H", "H"], "coordinates": [[-0.35951, 0.28827, 1.81537], [-1.33300, 0.13012, 0.50470], [-1.44258, -1.27810, 0.08035], [-2.64007, -1.52234, -0.73800], [-2.71308, -0.67707, -2.13990], [-2.01436, -1.31584, -3.28165], [-0.58306, -0.86422, -3.29361], [-0.30043, 0.33014, -4.37998], [-1.67773, 1.18342, -4.78944], [-2.82212, 1.82362, -4.68783], [0.80109, 1.45100, -3.91506], [0.06727, 2.67448, -3.45448], [1.90743, 0.93234, -2.82284], [2.50232, 0.38134, -1.78443], [1.66384, 1.93560, -5.26366], [2.95493, 2.87668, -4.89735], [4.39418, 2.09493, -4.83059], [4.36398, 0.68454, -5.23677], [4.80129, -0.22816, -4.17343], [0.71898, 0.52819, 1.42360], [-0.34913, -0.70539, 2.46874], [-0.76546, 1.21198, 2.44576], [-0.90132, 0.81546, -0.37182], [-2.40532, 0.59777, 0.74207], [-3.57388, -1.19035, -0.07539], [-2.79600, -2.68718, -0.94145], [-2.34253, 0.43140, -2.07719], [-3.86112, -0.61696, -2.46092], [0.03662, -1.80967, -3.65607], [-0.33312, -0.59815, -2.18134], [0.06595, -0.15627, -5.40304], [0.90265, 2.63875, -5.85644], [1.89393, 1.04288, -5.99703], [3.01282, 3.70519, -5.75459], [2.80918, 3.48554, -3.89236], [5.10637, 2.64929, -5.61243], [4.85569, 2.30721, -3.77702], [5.79559, -0.79368, -4.46178], [4.86690, 0.23761, -3.10280], [3.96763, -1.07993, -4.10473], [-0.30445, -1.34489, 8.17852], [-0.67978, -2.38564, 7.28946], [-1.99867, -2.25401, 6.75001], [-2.10195, -1.28723, 5.54820], [-2.06473, 0.18635, 5.94535], [-1.04484, -1.54089, 4.55895], [-1.14923, -0.98047, 8.77005], [0.15555, -0.52672, 7.62160], [0.45164, -1.74014, 8.86363], [-2.27202, -3.25720, 6.39898], [-2.71584, -1.99743, 7.53877], [-3.07169, -1.46651, 5.06754], [-1.05884, 0.53180, 6.19811], [-2.41550, 0.81235, 5.11604], [-2.71851, 0.37857, 6.80335], [-1.13344, -2.50051, 4.22522], [-0.15250, -1.54190, 5.06106]], "atomic_forces_ev_per_a": [[-0.163, -0.148, -0.589], [-0.130, 1.235, 0.190], [-1.064, 1.179, -0.664], [-1.095, 0.415, 0.135], [-1.302, 0.170, -0.358], [1.656, 1.549, 1.330], [-0.805, -1.246, 0.225], [-0.976, 0.607, -0.864], [-7.901, 4.004, 2.674], [10.828, -6.039, -1.306], [1.115, 1.056, -1.636], [2.108, -3.076, -0.363], [2.272, -4.202, 8.217], [-5.407, 5.318, -9.972], [-1.030, 1.159, 0.016], [-0.137, 0.400, -0.596], [0.804, 1.551, -0.820], [0.477, 1.114, 2.415], [-0.636, -1.975, 0.358], [-2.013, -0.474, 0.917], [-0.200, 2.433, -1.426], [0.984, -2.107, -1.257], [-0.811, -1.533, 1.717], [2.059, -1.266, -0.431], [1.756, -0.534, -1.474], [0.823, 2.609, 0.382], [-0.730, -2.084, 0.274], [2.527, -0.255, 0.685], [-1.189, 2.140, 0.900], [0.016, -0.252, -2.327], [-0.721, 1.143, 2.364], [1.473, -1.600, 1.396], [-0.151, 1.678, 1.892], [-0.085, -1.892, 1.875], [0.011, -1.439, -2.035], [-1.471, -1.212, 1.689], [-0.819, -0.926, -1.877], [-1.816, 1.460, 0.504], [-0.018, -0.622, -2.220], [1.784, 1.790, -0.083], [0.358, -0.220, -0.094], [-0.635, 0.173, 0.051], [0.159, -0.268, -0.249], [0.357, 0.079, 0.264], [-0.210, 0.286, -0.061], [0.013, -0.408, 0.328], [-0.029, 0.031, -0.093], [-0.095, 0.189, 0.143], [-0.136, -0.056, -0.109], [0.162, 0.107, 0.043], [0.070, 0.160, 0.043], [0.109, -0.119, 0.065], [-0.082, -0.139, -0.018], [0.098, -0.162, 0.113], [0.094, -0.022, -0.082], [-0.033, 0.150, -0.061], [-0.228, 0.089, -0.143]]}